1.
Entry from the OMol25 dataset: a 2-piece molecular cluster, CHNO3S overall (wB97M-V/def2-TZVPD).

Structure (XYZ):
```
7
Properties=species:S:1:pos:R:3:forces:R:3:nbo_charge:R:1
O -3.782410 -1.648660 0.833557 0.21 0.14 -0.15 -0.43
C -3.669861 -0.673014 0.233475 -0.55 -1.26 0.88 0.47
S -3.601575 0.645015 -0.555188 -0.81 1.24 -1.14 -0.02
O -1.159352 -0.078557 0.418913 2.77 0.81 -1.28 -0.37
N -0.354964 0.590509 -0.215695 -2.30 -1.69 2.09 0.39
O -0.683247 1.877373 -0.187187 -0.78 1.42 -0.41 -0.51
H -1.644858 2.004518 0.109431 1.47 -0.66 0.01 0.48
```
Forces are in eV/Å.

Its net charge is 0. Its HOMO energy is -10.4 eV. The energy relative to the best compared isomer or geometry (same formula, charge and spin) is 228.0 kJ/mol. For the max |F|, the calculation gives 3.54 eV/Å. The SMILES is O=C=S.O=NO.

***

2.
Entry from the OMol25 dataset: C2H3I3O as an isolated structure (wB97M-V/def2-TZVPD).

Structure (XYZ):
```
9
Properties=species:S:1:pos:R:3:forces:R:3:nbo_charge:R:1
C -0.600455 0.594292 -0.875774 2.15 -2.46 0.15 -0.56
C 0.794008 -0.325266 0.352843 -3.15 1.74 -2.41 -0.05
O 0.437329 -0.041246 1.587728 -1.75 -0.18 2.46 -0.77
I -2.511707 -0.180317 -0.133469 1.09 0.45 -0.74 0.08
I 0.684353 -2.430854 0.007687 0.28 0.04 -0.39 0.15
I 2.524999 0.760546 -0.071411 0.51 -0.12 -0.24 0.22
H -0.627337 1.673565 -0.813713 0.19 0.14 0.70 0.20
H -0.221040 0.346355 -1.936108 -1.22 -0.22 1.64 0.22
H -0.480152 -0.397079 1.882221 1.89 0.60 -1.17 0.51
```
Forces are in eV/Å.

Its net charge is 0. Its HOMO energy is -9.0 eV. The energy relative to the best compared isomer or geometry (same formula, charge and spin) is 163.3 kJ/mol. For the max |F|, the calculation gives 4.33 eV/Å.

***

3.
Entry from the OMol25 dataset: a 3-piece molecular cluster, C5H18NO3S overall (wB97M-V/def2-TZVPD).

Structure (XYZ):
```
28
Properties=species:S:1:pos:R:3:forces:R:3:nbo_charge:R:1
C 0.668849 2.760143 0.753110 -0.54 -0.73 -0.62 -0.08
O 1.372618 2.617578 1.950876 0.04 -0.18 0.60 -0.71
C 0.655328 1.412826 -0.049318 -1.52 0.46 0.08 -0.07
C -0.442373 1.434766 -1.127472 -0.09 1.05 0.98 -0.43
C -0.590307 0.205167 -1.986934 -0.41 -0.10 -1.67 -0.55
S -1.587971 -1.136999 -1.209104 0.62 0.85 -0.32 0.16
C -0.649249 -2.572030 -1.706975 -0.99 -1.54 0.45 -0.76
N 0.376696 0.333206 0.965816 0.70 -0.03 0.21 -0.73
H -0.344304 3.084525 1.054851 0.35 -0.34 -0.29 0.20
H 1.067463 3.505993 0.078980 0.25 0.40 -0.02 0.20
H 2.309923 2.468259 1.817052 0.33 0.25 -0.20 0.48
H 1.601529 1.303576 -0.577455 0.30 -0.59 0.58 0.22
H -0.159352 2.325369 -1.699497 -0.31 -0.22 -0.41 0.24
H -1.374378 1.714134 -0.597401 0.13 -0.26 -0.45 0.22
H -0.979948 0.396675 -3.013779 -0.67 0.48 0.98 0.25
H 0.371884 -0.102604 -2.375113 0.70 -0.78 0.85 0.23
H -1.065114 -3.061992 -2.604757 0.70 0.73 -0.07 0.24
H -0.862345 -3.346469 -0.953690 0.16 0.30 0.10 0.23
H 0.412771 -2.384748 -1.669439 0.23 0.01 -0.44 0.23
H -0.618099 0.142595 1.120203 -0.14 0.15 -0.10 0.46
H 0.773109 0.668397 1.855750 -0.12 -0.04 0.00 0.44
H 0.803128 -0.590435 0.782405 0.12 0.00 -0.10 0.47
H -2.540668 -1.302478 1.172200 -0.04 -0.05 -0.69 0.48
H -2.962077 -1.480684 2.592678 0.20 0.09 0.30 0.49
O -2.193787 -1.245225 2.058775 -0.02 0.07 0.33 -0.97
H 2.709857 -2.050291 1.315454 0.14 -0.55 0.11 0.50
H 1.445987 -3.005975 1.036292 0.73 0.73 0.18 0.51
O 1.800827 -2.093269 1.016484 -0.87 -0.18 -0.34 -0.98
```
Forces are in eV/Å.

Its net charge is +1. Its HOMO energy is -12.2 eV. The energy relative to the best compared isomer or geometry (same formula, charge and spin) is 79.0 kJ/mol. For the max |F|, the calculation gives 1.89 eV/Å.

***

4.
Entry from the OMol25 dataset: C34H35Cl3N3O7P2Pt as an isolated structure (wB97M-V/def2-TZVPD).

Structure (XYZ):
```
85
Properties=species:S:1:pos:R:3:forces:R:3:mulliken_charge:R:1
Pt 1.129336 0.617344 -0.248962 -0.09 0.34 0.06 3.48
O 1.397993 4.958277 0.215534 0.10 0.09 0.14 -0.54
C 1.426662 3.850949 0.624754 -0.22 -0.38 -0.23 -0.29
O 0.896849 2.798656 -0.181816 -0.52 0.54 -0.13 -0.28
C 1.833055 3.405672 2.002797 -0.06 0.11 0.08 0.02
C 0.543242 3.007658 2.783219 0.06 0.02 -0.16 -0.10
C 0.813887 3.040947 4.291566 0.01 0.02 -0.02 -1.09
C 1.619103 1.731268 4.483710 0.03 -0.01 0.02 -0.96
C 1.727532 1.242751 3.038418 -0.05 -0.07 -0.01 -0.28
O 0.445681 1.611837 2.493368 -0.05 -0.03 -0.02 -0.32
C 2.717605 2.150014 2.277127 -0.03 0.01 0.13 0.20
C 3.523782 1.460388 1.176774 0.15 0.06 -0.19 -0.33
O 4.703412 1.697577 1.085677 -0.09 0.03 -0.03 -0.66
O 2.971612 0.516527 0.428380 -0.02 -0.05 -0.01 -0.50
H 2.291941 4.291340 2.436640 0.01 0.00 -0.02 0.62
H -0.353217 3.526194 2.451864 -0.04 0.02 0.01 0.69
H -0.125058 3.014344 4.840689 -0.01 0.01 -0.01 0.34
H 1.355095 3.935546 4.595484 0.01 -0.01 -0.01 0.41
H 1.070430 1.015210 5.092456 -0.01 -0.01 -0.01 0.33
H 2.595033 1.888501 4.939389 -0.01 -0.01 0.01 0.45
H 1.893075 0.177985 2.896426 0.01 0.00 0.01 0.51
H 3.500692 2.482536 2.954825 0.02 -0.03 0.01 0.80
C 5.331708 -3.511075 0.128202 0.03 0.02 -0.03 -0.58
C 4.158226 -4.088707 0.584209 -0.03 -0.01 0.02 -0.68
C 2.936345 -3.483729 0.319697 0.01 0.03 0.04 -0.70
C 2.897529 -2.291474 -0.396144 0.20 0.02 -0.20 0.49
C 4.084502 -1.717866 -0.866919 -0.05 -0.03 0.06 -0.55
C 5.295557 -2.328207 -0.602863 0.00 -0.03 0.03 -0.84
P 1.346450 -1.508180 -0.836060 -0.13 -0.13 0.10 2.24
C 1.165805 -1.666509 -2.629219 -0.05 0.10 -0.01 -0.49
C 0.117108 -0.989907 -3.255585 0.03 0.03 -0.04 -0.01
C -0.056520 -1.079320 -4.624540 0.01 -0.03 -0.03 -1.10
C 0.823279 -1.840473 -5.386087 -0.03 0.03 0.00 -0.73
C 1.870707 -2.507244 -4.772340 0.01 -0.02 0.01 -0.77
C 2.044407 -2.423195 -3.396620 0.05 -0.14 0.03 -0.77
C 0.038331 -2.510956 -0.089846 -0.01 0.04 0.04 0.21
C -0.725914 -3.405428 -0.830435 0.01 -0.03 -0.01 -0.72
C -1.772739 -4.089697 -0.223907 0.02 -0.01 -0.03 -0.75
C -2.047134 -3.893083 1.120604 0.02 -0.01 0.04 -0.56
C -1.263841 -3.023832 1.874222 -0.02 -0.03 0.00 -0.69
C -0.228851 -2.330316 1.269948 0.01 0.03 -0.03 -0.26
H 6.282219 -3.983628 0.338822 -0.01 0.00 0.00 0.41
H 4.188040 -5.012885 1.145658 0.00 0.00 0.00 0.45
H 2.022840 -3.943795 0.672111 0.00 -0.01 0.01 0.38
H 4.059739 -0.790142 -1.422802 0.00 0.00 0.02 0.53
H 6.212278 -1.875523 -0.955649 0.00 -0.01 0.00 0.44
H -0.544638 -0.360116 -2.678155 -0.03 0.02 0.04 0.84
H -0.866369 -0.543007 -5.102124 0.01 0.00 0.00 0.46
H 0.694200 -1.904854 -6.458450 0.00 0.00 0.01 0.41
H 2.560861 -3.095458 -5.362196 0.00 0.00 0.00 0.47
H 2.863771 -2.953209 -2.927601 -0.02 0.02 -0.01 0.47
H -0.517802 -3.557079 -1.882137 -0.01 0.00 -0.01 0.56
H -2.373759 -4.776869 -0.804590 0.00 0.01 0.00 0.48
H -2.866751 -4.423686 1.587192 0.00 0.00 0.00 0.42
H -1.464656 -2.886358 2.929161 0.00 0.00 0.00 0.49
H 0.367713 -1.630296 1.844514 0.00 0.01 0.01 0.30
C -4.177312 -0.333656 1.302778 0.04 0.01 -0.03 -0.85
N -3.913028 1.087269 1.533572 -0.03 0.01 0.02 0.15
C -4.826923 1.889417 0.716353 0.06 -0.02 -0.05 -0.86
N -4.771897 1.556764 -0.709150 -0.02 -0.04 0.04 0.13
C -5.024597 0.125368 -0.877047 0.04 0.04 -0.01 -0.99
N -4.107251 -0.715145 -0.109284 -0.25 -0.12 0.10 0.17
C -2.746790 -0.618671 -0.609697 0.38 0.31 -0.08 0.60
P -2.174959 1.113604 -0.464265 -0.24 -0.68 -0.08 1.87
C -2.511581 1.444681 1.290132 0.06 0.09 -0.10 -0.85
C -3.520564 1.985305 -1.338509 0.09 0.07 0.08 -1.39
H -5.181083 -0.557096 1.664027 -0.01 0.03 0.00 0.29
H -3.462763 -0.932278 1.870255 0.00 0.01 0.00 0.33
H -4.596288 2.946843 0.849869 -0.02 0.00 0.00 0.41
H -5.842823 1.705569 1.065796 0.00 0.00 0.00 0.31
H -4.953251 -0.133437 -1.934570 0.00 0.01 0.00 0.40
H -6.039325 -0.084534 -0.539109 -0.01 0.02 0.01 0.30
H -2.687046 -0.928236 -1.657030 -0.04 -0.05 0.03 0.66
H -2.074731 -1.248113 -0.026486 -0.10 -0.05 -0.02 -1.37
H -2.348462 2.499402 1.510189 0.03 0.03 0.04 0.37
H -1.837507 0.851605 1.910276 0.03 0.01 0.03 0.15
H -3.513405 1.702139 -2.391488 0.00 0.00 -0.01 0.40
H -3.399301 3.064507 -1.272028 -0.01 0.02 0.00 0.35
Cl 1.609937 2.301069 -2.998361 -0.08 -0.02 0.07 -0.06
C 0.200159 3.271979 -2.578901 0.15 -0.01 0.02 1.11
Cl 0.584604 4.976023 -2.815665 -0.01 -0.01 -0.02 -0.07
Cl -1.149032 2.830364 -3.634070 -0.09 -0.04 0.06 -0.11
C -0.245479 3.158359 -1.082855 0.93 1.24 0.35 -0.30
O -1.177277 3.760715 -0.651899 0.33 -0.29 0.06 -0.54
O -0.722396 1.284750 -1.011250 -0.46 -1.09 -0.17 -1.93
```
Forces are in eV/Å.

Its net charge is +1. Its HOMO energy is -11.5 eV. The energy relative to the best compared isomer or geometry (same formula, charge and spin) is 132.3 kJ/mol. For the max |F|, the calculation gives 1.59 eV/Å.

***

5.
Entry from the OMol25 dataset: one molecule with the formula C20H19ClN4O3 (wB97M-V/def2-TZVPD).

Structure (XYZ):
```
47
Properties=species:S:1:pos:R:3:forces:R:3:nbo_charge:R:1
O 0.183070 1.669759 -0.187281 -0.07 -0.01 -0.25 -0.63
C 0.171273 1.279541 0.962213 -0.24 0.00 0.17 0.69
C -1.011628 0.458805 1.491608 -0.04 -0.03 -0.15 -0.34
N -1.837519 0.130769 0.347373 0.03 0.01 0.41 -0.46
C -1.368511 -0.912936 -0.430878 -0.14 -0.27 -0.14 0.81
O -0.500033 -1.664796 -0.049486 0.12 0.00 0.06 -0.63
N -1.987327 -1.072477 -1.639236 0.18 -0.25 -0.24 -0.61
C -2.979274 -0.253367 -2.122364 -0.38 0.48 0.13 0.29
C -3.531109 -0.448795 -3.387301 0.03 -0.03 0.02 -0.28
C -4.540008 0.381446 -3.829796 0.09 -0.04 0.09 -0.16
C -5.013410 1.414315 -3.027027 -0.09 0.10 0.01 -0.25
C -4.467945 1.617195 -1.778039 0.13 -0.14 0.04 -0.11
C -3.449572 0.785868 -1.312654 -0.09 -0.07 -0.40 -0.24
C -2.841884 1.025756 -0.001793 -0.06 -0.05 0.06 0.70
O -3.173525 1.910454 0.757598 -0.01 0.11 -0.06 -0.59
N 1.154132 1.574765 1.841597 0.22 0.30 0.08 -0.44
C 1.338659 0.962166 3.134164 0.01 -0.21 0.07 -0.24
C 2.241599 -0.293722 2.981172 0.03 -0.01 0.22 -0.22
N 3.012167 -0.211138 1.758296 0.12 0.12 0.12 -0.46
C 2.675378 -1.046270 0.694948 0.08 -0.31 -0.28 0.28
C 2.517146 -2.414535 0.935588 -0.06 -0.02 0.03 -0.27
C 2.214949 -3.283801 -0.090361 -0.03 0.06 0.01 -0.17
C 2.065938 -2.825931 -1.387632 0.02 0.07 -0.12 -0.27
C 2.230039 -1.474210 -1.623027 0.09 -0.27 0.18 0.01
Cl 2.009459 -0.861235 -3.226507 -0.06 0.10 -0.27 -0.01
C 2.543175 -0.584088 -0.613807 0.04 0.07 0.12 -0.33
C 3.522472 1.118007 1.522971 0.04 0.02 0.04 -0.23
C 2.384402 2.153006 1.336479 0.03 0.14 -0.24 -0.25
H -1.611784 1.054440 2.183044 0.13 -0.11 -0.05 0.26
H -0.674913 -0.473021 1.947328 -0.04 0.15 0.03 0.25
H -1.615646 -1.805513 -2.228555 0.01 0.10 0.21 0.42
H -3.160566 -1.248325 -4.011529 0.03 -0.09 -0.07 0.21
H -4.964163 0.226667 -4.810560 -0.02 -0.03 -0.08 0.22
H -5.802922 2.055987 -3.385892 -0.06 0.06 -0.02 0.22
H -4.805375 2.413988 -1.133352 -0.02 0.07 0.05 0.24
H 1.827161 1.703971 3.774102 -0.12 -0.06 0.01 0.20
H 0.382374 0.705868 3.585273 0.04 0.04 0.06 0.22
H 1.625478 -1.191190 2.946871 0.04 0.04 0.04 0.22
H 2.918593 -0.365825 3.841500 -0.13 -0.05 0.03 0.19
H 2.644989 -2.798789 1.936200 0.06 -0.02 0.09 0.21
H 2.093250 -4.335534 0.119932 0.00 -0.10 0.03 0.21
H 1.819718 -3.497908 -2.193707 -0.01 -0.04 -0.10 0.22
H 2.634114 0.461564 -0.855129 -0.03 0.12 -0.01 0.23
H 4.182691 1.100187 0.656376 0.02 0.06 0.06 0.22
H 4.123502 1.383973 2.399826 0.03 0.02 -0.10 0.20
H 2.602778 3.075460 1.884067 0.02 -0.03 -0.05 0.20
H 2.218608 2.399447 0.287387 0.06 0.01 0.15 0.25
```
Forces are in eV/Å.

Its net charge is 0. Its HOMO energy is -7.8 eV. The energy relative to the best compared isomer or geometry (same formula, charge and spin) is 0.0 kJ/mol. For the max |F|, the calculation gives 0.62 eV/Å. The SMILES is O=C(Cn1c(=O)[nH]c2ccccc2c1=O)N1CCN(c2cccc(Cl)c2)CC1.

***

HOMO-LUMO gap: 0.3769 0.3176 0.3466 0.3161 0.3071 (Eh)